No. 1
Below is one molecule with the formula C4H12N2, with properties calculated with ωB97M-V/def2-TZVPD.

XYZ file:
```
18
Properties=species:S:1:pos:R:3:forces:R:3
N 0.652 -0.271 0.424 0.2 0.0 0.1
N -0.652 0.271 0.424 -0.2 0.0 0.1
C -1.629 -0.727 0.798 0.1 0.0 0.1
C 1.045 -1.007 -0.764 -0.1 0.1 0.0
C 1.629 0.727 0.798 -0.1 0.0 0.1
C -1.045 1.007 -0.764 0.1 -0.1 0.0
H 0.270 -1.729 -1.014 0.0 -0.1 -0.1
H 1.960 -1.551 -0.535 0.0 0.0 -0.1
H 2.544 0.219 1.099 0.1 0.0 0.0
H 1.233 -0.363 -1.637 0.0 0.0 0.0
H 1.874 1.428 -0.014 0.0 0.0 0.0
H -1.874 -1.428 -0.014 0.0 0.0 0.0
H -2.544 -0.219 1.099 -0.1 0.0 0.0
H -1.960 1.551 -0.535 0.0 0.0 -0.1
H -1.236 -1.288 1.642 -0.1 0.0 0.0
H -1.233 0.363 -1.637 0.0 0.0 0.0
H 1.236 1.288 1.642 0.1 0.0 0.0
H -0.270 1.729 -1.014 0.0 0.1 -0.1
```
Forces are in eV/Å.

- HOMO energy (eV) = -8.46
- molar mass (u) = 88.15
- energy relative to the best compared isomer or geometry (same formula, charge and spin) (kcal/mol) = 39.8
- LUMO level (eV) = 1.11
- orbital gap (eV) = 9.567

Löwdin population analysis, charges in e, atoms 1 to 5: N -0.28; N -0.28; C -0.10; C -0.10; C -0.10

---

No. 2
Below is an isolated ion of composition C4H12N2O and charge -1 at a distorted geometry, with properties calculated with ωB97M-V/def2-TZVPD.

XYZ file:
```
19
Properties=species:S:1:pos:R:3:forces:R:3
O 0.150 -0.867 2.706 -0.2 0.0 0.0
N 0.493 1.656 -1.717 0.0 -0.1 -0.3
N -1.028 0.792 0.634 -0.2 0.4 0.1
C -0.441 -0.511 0.332 0.2 -0.6 0.6
C -0.079 0.366 -2.101 -0.5 -0.4 0.0
C 0.136 -0.736 -1.075 -0.5 0.9 0.1
C 0.626 -0.872 1.354 -0.1 0.1 0.2
H -0.745 -0.512 2.685 0.0 0.0 0.0
H -1.152 0.498 -2.278 0.0 0.0 0.0
H 1.422 1.487 -1.350 0.3 0.0 0.1
H -0.345 -1.627 -1.493 0.4 -0.2 0.0
H 0.996 -1.875 1.143 0.1 -0.1 -0.1
H 0.316 -0.072 -3.029 0.1 0.4 -0.2
H 1.455 -0.164 1.296 0.1 0.0 -0.2
H -0.443 1.298 1.290 0.1 -0.1 0.1
H -1.215 -1.267 0.513 -0.2 0.0 -0.2
H 0.642 2.199 -2.569 0.0 0.1 0.0
H 1.213 -0.839 -1.001 0.3 -0.5 0.0
H -0.994 1.382 -0.191 -0.1 0.0 -0.1
```
Forces are in eV/Å.

- HOMO energy (spin up / spin down) (eV) = 1.23 / -5.39
- molar mass (u) = 104.15
- energy relative to the best compared isomer or geometry (same formula, charge and spin) (kcal/mol) = 18.4
- total charge = -1
- LUMO level (spin up / spin down) (eV) = 3.78 / 3.77
- expectation value of S² = 0.7504
- 2S+1 = 2
- orbital gap (spin up / spin down) (eV) = 2.552 / 9.166

Löwdin population analysis, charges in e, atoms 1 to 5: O -0.09; N -0.07; N 0.03; C -0.43; C -0.52

---

No. 3
Below is one molecule with the formula C4H12N2O at a distorted geometry, with properties calculated with ωB97M-V/def2-TZVPD.

XYZ file:
```
19
Properties=species:S:1:pos:R:3:forces:R:3
O 1.879 -0.161 -2.417 -2.1 -1.8 3.4
N 1.560 -0.807 -0.024 1.4 -0.2 -0.5
N -1.490 -0.305 0.139 0.1 -1.0 -2.7
C 2.033 0.234 -0.913 1.2 -0.5 -1.8
C 0.760 -0.554 1.163 -0.7 1.5 3.0
C -2.642 0.533 -0.252 0.0 0.5 -0.6
C -0.562 0.320 1.013 1.4 -0.7 1.7
H -0.997 -0.860 -0.685 -1.5 1.9 2.2
H 1.190 -0.003 2.162 0.2 -0.9 -2.5
H -3.415 -0.113 -0.725 0.6 0.6 0.0
H -0.965 0.263 2.130 0.6 0.6 -2.2
H 1.170 -0.924 -2.322 2.1 2.2 -0.5
H 2.298 -1.463 0.160 0.0 -0.5 0.2
H -2.437 1.494 -0.907 -0.1 -1.9 1.0
H 0.517 -1.540 1.634 -0.1 0.6 -0.9
H -3.130 0.907 0.665 0.3 -0.1 -0.2
H 1.326 0.959 -0.609 -0.3 1.9 -0.8
H -0.266 1.394 0.741 -0.5 -1.2 0.4
H 3.171 0.628 -0.953 -2.6 -1.1 0.8
```
Forces are in eV/Å.

- HOMO energy (eV) = -8.76
- molar mass (u) = 104.15
- energy relative to the best compared isomer or geometry (same formula, charge and spin) (kcal/mol) = 80.5
- LUMO level (eV) = 0.99
- orbital gap (eV) = 9.753

Löwdin population analysis, charges in e, atoms 1 to 5: O -0.16; N -0.08; N -0.17; C -0.22; C -0.24

---

No. 4
Below is a 2-piece molecular cluster, C4H12N2O overall, with properties calculated with ωB97M-V/def2-TZVPD.

XYZ file:
```
19
Properties=species:S:1:pos:R:3:forces:R:3
O 0.098 -1.446 -0.802 0.0 -0.2 0.1
N 0.857 -0.167 -2.611 0.0 0.0 0.1
N -0.430 0.134 1.847 -0.1 -0.1 -0.1
C -2.295 0.546 3.340 0.0 -0.1 0.0
C 0.901 -0.353 -1.177 0.2 -0.1 -0.1
C 1.609 1.006 -3.040 0.0 0.0 -0.1
C -1.027 0.230 3.099 0.0 0.2 0.2
H -3.019 0.678 2.545 0.0 0.0 0.0
H 1.612 1.051 -4.127 0.0 0.0 0.0
H -2.634 0.662 4.357 0.0 0.1 0.0
H -1.109 0.094 1.099 0.1 0.0 0.0
H 1.919 -0.583 -0.830 -0.1 0.0 0.1
H -0.650 -1.471 -1.408 -0.1 0.1 0.0
H 1.129 1.908 -2.666 0.0 0.0 0.0
H 1.259 -0.994 -3.043 0.0 0.0 0.0
H 0.224 -0.627 1.738 0.0 0.0 0.1
H 0.566 0.558 -0.676 0.0 0.2 -0.1
H -0.349 0.121 3.939 0.1 -0.1 -0.1
H 2.651 1.005 -2.695 0.0 0.0 0.0
```
Forces are in eV/Å.

- HOMO energy (eV) = -8.25
- molar mass (u) = 104.15
- energy relative to the best compared isomer or geometry (same formula, charge and spin) (kcal/mol) = 45.5
- LUMO level (eV) = 0.94
- orbital gap (eV) = 9.183

Löwdin population analysis, charges in e, atoms 1 to 5: O -0.07; N -0.12; N 0.03; C -0.04; C -0.35

---

No. 5
Below is one molecule with the formula C4H12N2O at a distorted geometry, with properties calculated with ωB97M-V/def2-TZVPD.

XYZ file:
```
19
Properties=species:S:1:pos:R:3:forces:R:3
O -0.680 0.153 1.846 0.0 -0.1 0.1
N 1.057 -1.543 -1.297 -0.4 -0.5 0.1
N 0.851 1.923 0.253 0.3 0.9 0.7
C -1.869 -0.732 -0.059 1.2 -0.1 1.8
C -0.957 0.375 0.479 -1.0 1.7 -1.4
C 1.323 -0.482 -0.344 0.8 2.5 -0.6
C 0.317 0.744 -0.331 -1.0 -3.0 0.5
H -1.314 -1.647 0.169 -0.4 -0.4 -0.6
H 1.352 1.777 1.120 -0.1 -0.3 0.0
H -2.174 -0.594 -1.087 0.1 -0.1 -0.2
H -1.578 1.279 0.347 0.2 0.1 0.5
H -0.636 1.014 2.275 0.0 -0.1 0.0
H 0.165 -1.982 -1.117 -0.2 0.2 0.0
H 1.704 -2.321 -1.187 0.2 0.4 0.0
H 2.185 0.101 -0.711 0.3 -0.8 0.0
H -0.048 0.924 -1.344 0.3 0.1 -0.1
H -2.717 -0.729 0.627 -0.2 -0.1 -0.3
H 1.578 -0.747 0.686 -0.4 -0.3 0.1
H 1.440 2.489 -0.325 0.2 0.0 -0.5
```
Forces are in eV/Å.

- HOMO energy (eV) = -9.11
- molar mass (u) = 104.15
- energy relative to the best compared isomer or geometry (same formula, charge and spin) (kcal/mol) = 34.0
- LUMO level (eV) = 0.97
- orbital gap (eV) = 10.083

Löwdin population analysis, charges in e, atoms 1 to 5: O -0.03; N 0.00; N 0.04; C -0.04; C -0.44

---

No. 6
Below is a 2-piece molecular cluster, C4H12N2O overall at a distorted geometry, with properties calculated with ωB97M-V/def2-TZVPD.

XYZ file:
```
19
Properties=species:S:1:pos:R:3:forces:R:3
O -1.498 1.495 -0.209 0.2 -1.8 -0.4
N -0.961 -0.348 1.949 -0.9 0.9 -2.6
N -2.328 -0.194 2.301 0.6 -1.6 1.7
C 0.692 0.109 -0.291 -1.1 1.8 -1.6
C 1.152 -1.253 0.096 0.8 0.5 1.7
C 0.844 0.230 -1.896 1.1 3.7 2.3
C -0.849 0.275 -0.115 2.5 -0.6 3.7
H 2.263 -1.130 0.130 -0.8 -0.9 -0.2
H -1.236 -0.535 -0.677 -1.5 -0.4 -0.3
H -0.599 0.537 2.342 0.3 -0.5 -0.4
H -2.979 -0.960 2.147 1.0 -0.5 -0.2
H 0.784 -2.031 -0.564 0.2 -0.2 -0.1
H -2.659 0.530 1.779 -1.6 2.7 -1.5
H 0.140 -0.535 -2.225 0.6 0.2 -0.9
H 0.770 -1.395 1.120 0.4 -0.5 -0.4
H -1.125 1.995 0.505 0.3 0.9 0.5
H 1.962 0.242 -2.178 -2.0 -0.7 0.1
H 0.483 1.343 -2.078 0.4 -2.4 -0.4
H 1.266 0.867 0.322 -0.6 -0.5 -0.9
```
Forces are in eV/Å.

- HOMO energy (spin up / spin down) (eV) = -7.79 / -7.79
- molar mass (u) = 104.15
- energy relative to the best compared isomer or geometry (same formula, charge and spin) (kcal/mol) = 120.5
- LUMO level (spin up / spin down) (eV) = 0.76 / 0.76
- orbital gap (spin up / spin down) (eV) = 8.553 / 8.554

Löwdin population analysis, charges in e, atoms 1 to 5: O 0.01; N -0.05; N -0.09; C -0.44; C -0.12